64
Properties=species:S:1:pos:R:3:forces:R:3 method="wB97M-V/def2-TZVPD" lumo_energy_ev="-4.4 / -4.6" multiplicity=2 total_charge=+1 homo_energy_ev="-10.167 / -11.603" orbital_gap_ev="5.74 / 7.04"
Ti -0.3055 0.0931 1.4681 3.0 -1.7 2.6
N -0.2924 -0.8984 3.4769 -0.2 -0.5 0.5
C -0.4580 0.0763 4.5660 -0.6 0.4 0.5
C -1.4185 1.1371 4.0073 0.4 -0.1 0.6
O -2.3070 1.6277 4.6719 0.0 -0.1 0.2
N -1.1630 1.3738 2.7052 -0.3 0.9 0.5
C -2.2875 1.8956 1.9639 -0.4 0.1 0.0
C -2.6020 0.7810 0.9424 -1.1 1.4 -0.2
O -3.1654 0.9941 -0.1058 -0.1 0.0 -0.2
O -2.0989 -0.3697 1.2954 -1.6 -1.6 0.0
H -1.2178 -1.3088 3.3036 0.3 -0.1 0.2
H 0.3089 -1.6568 3.8010 -0.2 0.1 -0.3
H 0.5024 0.5238 4.8437 -0.1 -0.1 -0.1
H -0.9088 -0.3642 5.4652 0.2 0.1 -0.2
H -2.0817 2.8367 1.4372 -0.1 -0.2 0.1
H -3.1416 2.0663 2.6369 0.1 0.0 -0.3
C 0.8686 4.2159 1.0567 -0.1 0.0 -0.4
C 0.8828 2.9110 1.5043 0.0 -0.4 -0.1
N 0.3782 1.9109 0.7601 -0.4 2.1 -1.6
C -0.1078 2.2450 -0.4737 0.7 0.9 1.0
C -0.1687 3.5922 -0.8594 0.0 -0.8 -0.2
N 0.3061 4.5553 -0.1089 0.3 0.3 0.4
C -0.5095 1.1001 -1.2594 0.0 -1.2 -0.5
C -0.8657 1.0955 -2.6020 0.0 -0.1 0.3
C -1.1673 -0.1131 -3.2314 0.2 0.1 0.6
C -1.1226 -1.2795 -2.4588 0.0 0.2 0.2
C -0.7520 -1.2147 -1.1265 0.0 0.9 -0.5
N -0.4112 -0.0450 -0.5455 -0.5 0.3 -2.5
C -0.5799 -2.3718 -0.2673 0.4 -0.9 0.9
C -1.0070 -3.6717 -0.5837 0.0 0.7 -0.2
N -0.7097 -4.7124 0.1560 0.2 -0.4 0.4
C 0.0469 -4.5013 1.2300 -0.1 0.1 -0.2
C 0.4316 -3.2225 1.5989 0.1 0.3 0.0
N 0.1036 -2.1410 0.8819 -0.8 -0.9 -0.9
C -1.4538 -0.1725 -4.6691 -0.1 0.0 -0.7
C -0.7829 0.6674 -5.5603 -0.1 -0.2 0.2
C -1.0263 0.5312 -6.9187 0.2 0.3 0.2
N -1.8725 -0.3487 -7.4207 -0.1 0.0 -0.5
C -2.5249 -1.1333 -6.5828 -0.2 -0.2 0.3
C -2.3557 -1.0917 -5.2060 0.2 0.2 0.1
H 1.3116 5.0220 1.6224 0.0 0.0 0.2
H 1.2940 2.6408 2.4723 -0.1 0.1 -0.1
H -0.6189 3.8836 -1.7979 -0.1 -0.1 -0.1
H -0.9209 2.0219 -3.1482 0.0 0.1 -0.1
H -1.3285 -2.2299 -2.9188 0.0 -0.2 -0.1
H -1.6071 -3.8785 -1.4552 -0.1 0.1 -0.2
H 0.3385 -5.3752 1.7954 0.0 0.1 0.1
H 1.0540 -3.0727 2.4756 -0.1 0.0 0.0
H -0.0585 1.3863 -5.2084 0.1 0.1 0.0
H -0.5206 1.1639 -7.6355 0.1 0.1 0.0
H -3.2174 -1.8271 -7.0383 -0.1 -0.1 0.1
H -2.9305 -1.7380 -4.5617 -0.1 -0.1 0.0
N 5.3286 -0.7621 4.8473 0.3 -0.1 0.5
C 4.7630 -0.5967 3.8673 0.0 0.1 0.1
C 4.0498 -0.4026 2.6552 -0.3 0.1 -0.8
C 4.7154 -0.3184 1.4308 -0.4 0.0 0.2
C 3.9424 -0.1727 0.2912 -0.1 0.0 0.1
C 2.5624 -0.1093 0.4050 0.4 0.0 -0.1
N 1.9144 -0.1497 1.5808 0.9 0.0 0.0
C 2.6570 -0.2967 2.6763 0.2 0.0 0.2
H 5.7923 -0.3625 1.3807 0.1 0.0 0.0
H 4.4080 -0.1035 -0.6796 0.0 0.0 -0.1
H 1.9537 -0.0176 -0.4887 0.1 0.0 0.2
H 2.1547 -0.3186 3.6364 -0.1 0.0 -0.1

15
Properties=species:S:1:pos:R:3:forces:R:3 method="wB97M-V/def2-TZVPD" lumo_energy_ev=1.0 homo_energy_ev=-9.296 orbital_gap_ev=10.34
C 2.2677 2.1096 1.2660 1.2 -2.3 1.5
N 1.8465 1.8385 0.1216 -3.6 0.7 -0.6
H 2.7105 1.2206 1.8121 0.6 1.5 -0.4
H 2.1458 3.0431 1.7742 -0.5 0.5 0.6
H 0.9906 2.4989 0.0116 2.2 -0.4 -1.1
C -1.8982 -0.6897 0.1989 2.7 0.3 0.3
C -1.1032 -1.2547 -1.0470 -0.4 0.3 0.6
N 0.3266 -1.6224 -0.6377 -4.3 -1.0 0.4
H -1.6050 0.3810 0.2628 -0.1 -0.5 0.4
H -2.9719 -0.6945 0.2121 -0.5 -0.4 -0.5
H -1.4975 -1.2353 1.1085 -0.6 0.7 -0.9
H -1.6150 -2.2032 -1.2955 0.5 0.5 -0.4
H -1.1924 -0.4817 -1.9069 0.3 -1.4 1.2
H 0.7363 -2.0642 -1.3940 0.9 -1.3 -1.8
H 0.8594 -0.8460 -0.4868 1.5 2.9 0.7

210
Properties=species:S:1:pos:R:3:forces:R:3 method="wB97M-V/def2-TZVPD" lumo_energy_ev=0.2 homo_energy_ev=-7.836 orbital_gap_ev=8.06
C 6.1980 -2.9644 -3.0478 0.2 0.2 0.7
C 5.7214 -1.6333 -2.2934 1.8 0.4 -1.6
C 6.1119 -0.3175 -3.0997 0.1 -1.4 -0.1
C 4.2172 -1.7079 -2.3281 -0.9 -0.7 2.0
C 3.6661 -2.6487 -1.2128 0.3 0.6 0.3
C 4.2102 -2.2190 0.1836 -0.2 -0.6 -1.5
C 5.7357 -2.1936 0.2222 1.3 -1.1 1.1
C 6.1506 -1.4920 1.5349 0.3 0.4 -0.5
C 6.3445 -3.6438 0.3189 0.0 -0.2 -1.2
N 6.3099 -1.4481 -0.9273 -2.8 0.2 0.1
O 7.6880 -1.2459 -0.8659 -0.3 -0.2 -0.3
H 7.2668 -3.1720 -2.9968 0.2 0.2 0.2
H 5.6895 -3.8137 -2.5916 0.1 0.0 0.2
H 5.9493 -3.0999 -4.1004 -0.2 0.9 -0.1
H 5.5468 -0.2590 -4.0299 0.1 -0.4 -0.2
H 5.8684 0.6253 -2.6098 0.1 -0.3 0.6
H 7.1772 -0.3734 -3.3234 0.0 0.4 -0.1
H 3.8853 -0.6835 -2.1591 -0.6 -0.1 0.0
H 3.8691 -2.0998 -3.2838 0.2 0.4 -0.2
H 2.5823 -2.7626 -1.2328 -0.3 0.8 0.1
H 3.9071 -3.6959 -1.3958 0.7 -0.1 -0.1
H 3.8583 -2.9638 0.8974 0.1 0.2 0.3
H 3.8477 -1.2394 0.4955 -0.2 0.0 -0.2
H 6.1368 -0.4147 1.3696 0.0 0.1 0.0
H 7.1729 -1.7740 1.7867 0.0 0.1 0.2
H 5.4855 -1.6947 2.3744 -0.1 -0.3 -0.2
H 5.9653 -4.3697 1.0382 -0.5 0.5 0.4
H 7.4240 -3.6469 0.4694 0.1 0.4 0.2
H 6.2279 -4.1363 -0.6465 -0.2 -0.1 -0.1
H 8.0663 -2.0446 -1.2409 0.5 -0.4 -0.1
C 0.7793 -3.4173 2.1945 0.9 -0.6 1.5
C 0.7086 -2.5176 3.4819 0.3 1.7 -1.8
C -0.1979 -1.2425 2.9850 -0.1 -1.2 1.9
C 0.0993 -3.3782 4.6538 -0.4 -0.4 -1.7
C 1.0996 -4.1011 5.5129 0.1 0.7 0.0
C 2.1738 -3.1314 5.9949 -0.4 0.1 0.8
C 3.0323 -2.4366 4.8818 -2.3 -1.6 0.6
C 3.9286 -1.3256 5.4784 -0.3 -0.5 -0.9
C 3.8903 -3.5892 4.3620 0.3 0.6 -1.2
N 2.0539 -1.9002 3.8524 0.0 -0.4 1.6
O 2.7764 -1.4175 2.7150 -0.7 -0.7 0.9
H -0.1737 -3.9418 2.1241 0.1 0.1 -0.4
H 1.0996 -2.9793 1.2492 -0.3 0.5 0.3
H 1.5508 -4.1514 2.4266 0.0 -0.5 -0.2
H -0.8547 -0.9859 3.8163 -0.1 0.1 0.3
H 0.3474 -0.3176 2.7970 0.4 -0.4 -0.4
H -0.8999 -1.4997 2.1918 0.3 -0.1 -0.3
H -0.7000 -2.9173 5.2341 0.5 0.8 0.2
H -0.4523 -4.1940 4.1868 -0.3 0.1 -0.5
H 0.5072 -4.5673 6.3001 0.3 0.3 0.6
H 1.5460 -4.9751 5.0388 0.2 0.2 -0.5
H 2.7458 -3.7491 6.6873 0.9 0.4 -0.1
H 1.7466 -2.3692 6.6465 -0.4 0.2 -0.1
H 4.6001 -1.0615 4.6614 0.5 0.1 0.3
H 4.4665 -1.7291 6.3363 0.2 0.0 -0.2
H 3.4474 -0.3996 5.7931 -0.5 -0.2 0.0
H 4.5675 -3.1456 3.6321 0.6 -0.3 0.2
H 3.3322 -4.3108 3.7654 -0.3 0.0 0.3
H 4.3731 -4.1286 5.1768 0.3 0.2 -0.2
H 2.5951 -0.4836 2.8432 0.2 0.3 -0.8
C -0.5720 -3.0986 -2.6055 0.5 -0.1 0.4
C -1.3605 -4.0512 -1.6545 1.4 1.2 1.0
C -0.4337 -5.2042 -1.1792 0.5 0.5 -0.4
C -1.6535 -3.2222 -0.3187 -1.9 -1.3 -0.5
C -2.9064 -2.3559 -0.4284 1.1 -0.4 -0.1
C -4.1127 -3.2051 -0.8496 1.0 1.2 -1.0
C -3.9265 -3.9524 -2.2466 -0.3 -0.4 2.0
C -4.9609 -5.1139 -2.2382 -0.5 -0.5 -0.8
C -4.1636 -2.9513 -3.3972 0.7 -1.0 1.0
N -2.5706 -4.5613 -2.2906 -0.6 -0.6 1.6
O -2.2843 -5.3923 -3.4191 -0.3 1.1 0.8
H -1.2605 -2.4589 -3.1577 0.3 0.1 -0.1
H 0.1522 -2.4954 -2.0579 -0.4 0.5 0.5
H 0.1708 -3.5643 -3.2532 -0.6 -0.6 -0.7
H -0.9885 -5.9999 -0.6821 0.0 -0.1 -0.5
H 0.2452 -5.5038 -1.9776 -0.6 -0.8 -0.4
H 0.3264 -4.8811 -0.4679 -0.3 0.6 0.5
H -1.9576 -3.9767 0.4068 0.2 -0.3 0.3
H -0.8161 -2.7038 0.1483 0.3 -0.1 -0.8
H -3.0921 -1.8889 0.5388 -0.2 0.1 0.1
H -2.6732 -1.5479 -1.1219 -0.4 0.2 -0.3
H -4.8458 -2.4109 -0.9907 -0.8 -0.5 -0.2
H -4.4177 -3.8229 -0.0050 0.0 -0.4 -0.3
H -4.9944 -5.8275 -1.4149 1.2 0.2 0.4
H -4.8587 -5.7149 -3.1418 0.2 0.0 -0.1
H -6.0221 -4.8675 -2.2046 0.0 1.1 -0.4
H -3.4225 -2.1629 -3.2653 -0.1 0.2 -0.3
H -5.1707 -2.5403 -3.3272 0.0 -0.1 -0.5
H -3.9298 -3.5439 -4.2816 -0.4 0.5 -0.5
H -1.8020 -4.7644 -3.9621 0.3 -0.1 -0.8
C -2.9845 0.7882 -3.0321 0.6 0.5 -1.2
C -3.1742 2.3371 -3.0607 -1.0 -0.4 2.5
C -4.3980 2.7613 -3.8932 1.2 0.3 -0.6
C -3.5640 2.6521 -1.5463 1.4 1.4 -1.0
C -3.3517 4.1551 -1.2038 0.2 -1.0 1.0
C -1.9540 4.6730 -1.5364 -0.9 0.3 -2.3
C -1.5894 4.3770 -3.0698 2.5 -0.6 1.3
C -2.2263 5.3474 -4.0547 0.0 0.2 0.0
C 0.0018 4.5057 -3.1843 -0.9 0.5 -0.7
N -1.8435 2.9729 -3.3471 -2.2 -1.3 2.4
O -1.3914 2.4937 -4.5482 0.2 0.6 -1.7
H -2.1398 0.5592 -2.3823 -0.1 -0.1 0.2
H -3.8573 0.1935 -2.7628 -0.2 0.5 0.4
H -2.7135 0.4044 -4.0157 0.1 0.1 -0.2
H -5.0568 1.9091 -4.0598 -0.1 0.2 -0.1
H -4.9321 3.5871 -3.4232 -0.1 -0.1 0.1
H -3.9922 3.1689 -4.8191 -0.4 -0.3 -0.5
H -4.5967 2.4221 -1.2840 0.0 -0.5 -0.4
H -2.8671 2.0689 -0.9443 -0.3 0.0 0.3
H -4.1640 4.7892 -1.5590 0.1 0.0 -0.5
H -3.4624 4.1979 -0.1203 -0.1 0.2 0.3
H -1.1749 4.3479 -0.8469 -0.1 -0.4 -0.2
H -1.9971 5.7613 -1.4944 0.2 0.2 0.2
H -2.0086 6.3894 -3.8204 -0.3 0.1 0.5
H -3.2983 5.1527 -4.0865 0.0 0.4 -0.1
H -1.8119 5.2697 -5.0598 -0.1 -0.6 -0.1
H 0.3576 5.3820 -2.6424 -0.1 0.4 -0.3
H 0.1638 4.5711 -4.2602 0.5 0.5 0.0
H 0.6792 3.7044 -2.8890 -0.8 -0.6 0.5
H -0.8284 1.7535 -4.3099 0.7 -0.4 0.0
C -5.4823 -2.4951 4.9609 -0.2 1.2 -1.3
C -6.0224 -1.6385 3.7396 -0.7 1.2 -0.1
C -6.5327 -2.5452 2.5402 0.4 -0.3 1.0
C -7.3255 -0.8937 4.3075 -0.3 0.5 -1.0
C -7.8631 0.3718 3.5283 1.9 0.0 -0.9
C -6.6912 1.2546 2.9832 0.9 -0.5 1.1
C -5.4200 0.5346 2.4234 -1.8 -1.2 -0.6
C -5.7579 0.0148 1.0497 -0.4 0.2 -1.4
C -4.3762 1.6129 2.2331 1.0 -0.3 1.3
N -5.0199 -0.5729 3.3502 -1.1 1.1 1.5
O -3.7433 -1.0716 3.0238 -0.2 -0.6 -0.6
H -6.2968 -3.1455 5.2798 0.3 -0.3 -0.1
H -4.5559 -3.0048 4.6962 -0.3 -0.3 0.0
H -5.2643 -1.8288 5.7955 0.0 0.1 -0.1
H -6.9688 -3.4388 2.9867 0.3 -0.3 0.1
H -7.3670 -2.1771 1.9430 0.3 0.6 0.1
H -5.7201 -2.8414 1.8768 0.0 0.0 0.0
H -8.1239 -1.6203 4.1569 0.0 -0.3 0.5
H -7.2843 -0.6551 5.3703 0.5 -0.1 0.0
H -8.4733 0.0226 2.6953 0.1 0.0 -0.2
H -8.5039 1.0532 4.0879 0.0 -0.4 0.5
H -6.1957 1.8175 3.7742 -0.6 0.1 0.8
H -7.0194 2.0560 2.3212 -0.2 -0.4 -0.5
H -6.7204 -0.4906 0.9707 0.0 0.2 0.2
H -5.0454 -0.6412 0.5496 0.4 0.0 0.4
H -5.8087 0.9259 0.4535 -0.2 -0.1 -0.5
H -4.0848 2.0067 3.2068 0.2 0.0 0.3
H -4.7333 2.4996 1.7094 -0.1 -0.4 -0.4
H -3.4846 1.1680 1.7912 0.0 0.3 -0.4
H -3.1538 -0.5257 3.5491 0.1 -0.1 0.2
O -1.8773 4.6121 4.5551 0.4 -0.7 0.0
C -1.4087 3.2537 4.6922 -0.2 0.7 -0.8
C -0.7046 2.6778 3.4544 0.3 0.9 0.0
O 0.4097 3.4928 3.0448 -0.4 0.3 0.9
H -1.1620 5.1367 4.1881 0.2 0.0 -0.1
H -0.7568 3.1208 5.5556 -0.1 0.2 0.2
H -2.3471 2.7109 4.8056 0.2 -0.4 0.3
H -1.4331 2.6344 2.6448 0.0 -0.3 -0.1
H -0.3078 1.7049 3.7442 -0.3 -0.3 -0.2
H 0.5679 3.4027 2.1022 -0.2 -0.3 -0.4
O 4.0858 3.4075 1.0547 0.1 -0.4 0.5
C 4.7893 2.2651 1.5832 1.0 0.2 -0.4
C 4.0241 1.5380 2.6516 -0.4 1.3 -1.5
O 2.8401 1.0934 1.9797 0.1 -0.7 1.2
H 3.9269 4.0013 1.7922 -0.2 0.3 0.0
H 4.8923 1.6142 0.7150 0.3 -0.2 0.1
H 5.7715 2.5715 1.9431 0.1 0.0 -0.1
H 3.7891 2.2805 3.4142 -0.3 -0.2 0.5
H 4.6485 0.7465 3.0659 -0.5 -0.3 -0.1
H 2.6291 1.6925 1.2598 -0.2 0.3 0.0
O 3.1057 2.6156 -1.3719 -0.1 0.6 -1.0
C 3.8540 3.2643 -2.4549 -1.0 -1.8 0.1
C 3.3241 2.6776 -3.7798 0.8 1.0 0.1
O 4.1617 3.1518 -4.8369 0.0 -0.7 -0.3
H 3.5302 2.8817 -0.5530 0.1 0.3 0.5
H 3.7568 4.3486 -2.4005 0.1 0.0 -0.1
H 4.8756 2.8987 -2.3514 0.2 0.5 -0.1
H 2.2820 2.9016 -4.0079 -0.1 0.2 0.3
H 3.4164 1.5917 -3.7631 0.2 0.0 0.1
H 4.4864 4.0471 -4.7160 -0.3 0.1 0.3
O 3.4406 6.8083 -2.3326 0.3 -0.5 -1.7
C 3.0809 6.4882 -1.0204 0.5 1.7 -0.5
C 2.4517 7.7517 -0.3911 -1.5 -2.0 1.8
O 3.2421 8.8426 -0.0037 1.0 0.0 -0.6
H 3.9202 7.6391 -2.3706 0.1 0.0 0.3
H 2.3928 5.6449 -1.0794 -0.6 0.4 0.1
H 3.9576 6.0602 -0.5343 0.1 0.4 0.8
H 2.0289 7.3111 0.5118 -0.3 0.1 0.6
H 1.5704 8.1098 -0.9232 0.2 -0.3 -0.7
H 2.7236 9.6333 -0.1698 0.2 0.0 0.0
O 0.6354 0.4495 -4.1988 -2.3 1.1 0.7
C 1.3502 0.0327 -5.2947 -0.1 -0.3 -0.7
C 0.3684 -0.2084 -6.4796 1.7 0.0 -0.8
O -0.0699 -1.5443 -6.4119 -0.8 -0.6 0.8
H 0.9578 0.2596 -3.3147 0.6 -0.3 0.4
H 2.1161 0.7893 -5.4648 0.1 0.0 -0.9
H 1.8447 -0.9021 -5.0305 0.2 -0.3 -0.5
H 0.8640 -0.1704 -7.4497 0.9 0.5 0.0
H -0.3994 0.5518 -6.6236 -0.4 0.0 0.9
H -0.7950 -1.6896 -7.0241 0.0 0.1 0.0
O 0.6048 2.6863 0.1501 0.1 0.4 1.0
C -0.2502 1.7067 -0.4131 -0.2 -0.3 0.3
C 0.4336 0.3644 -0.5359 -0.8 0.4 0.3
O 1.3343 0.4620 -1.5969 0.4 -1.4 -1.1
H 1.2807 2.9478 -0.4795 0.2 0.0 -0.5
H -1.1599 1.6326 0.1828 0.2 0.1 0.4
H -0.5658 2.0487 -1.3988 -0.1 -0.2 -0.2
H -0.3463 -0.3704 -0.7357 0.0 -0.2 -0.6
H 0.9113 -0.0282 0.3618 0.2 0.5 0.4
H 1.9548 1.1901 -1.5167 0.4 0.4 0.4

12
Properties=species:S:1:pos:R:3:forces:R:3 method="wB97M-V/def2-TZVPD" lumo_energy_ev=0.9 homo_energy_ev=-9.935 orbital_gap_ev=10.86
C -1.4782 -0.4078 -0.5408 -0.1 -0.1 -0.2
C -0.5206 -0.5951 0.5900 -0.1 -0.5 0.1
O -0.6150 -1.4812 1.4166 -0.2 0.3 -0.4
C 0.6131 0.3568 0.7623 0.2 -0.9 1.0
C 1.5966 0.5533 -0.3101 0.2 -0.2 -0.1
O 0.6393 1.5474 -0.0046 0.0 0.2 0.6
H -0.9907 -0.1334 -1.4712 0.2 0.1 -0.1
H -2.0631 -1.3048 -0.6946 -0.1 -0.2 0.1
H -2.1511 0.4064 -0.2946 -0.1 0.2 0.1
H 0.8840 0.2247 1.8512 0.3 1.2 -1.2
H 1.4611 0.0496 -1.2658 0.0 0.1 0.1
H 2.6246 0.7841 -0.0383 -0.1 0.0 0.0